This record from the OMol25 dataset describes one molecule with the formula C5H7N at a distorted geometry. The level of theory is ωB97M-V with the def2-TZVPD basis set.

The geometry in ORCA input format:
```
! RIJCOSX wB97M-V def2-TZVPD def2/J DEFGRID3
* xyz 0 1
C 1.367 0.607 0.016
C 0.440 -0.553 -0.266
C -0.509 -0.967 0.807
C -1.051 -0.326 -0.451
C -1.455 1.058 -0.484
N -1.655 2.197 -0.561
H 1.685 1.130 -0.892
H 2.253 0.216 0.524
H 0.900 1.346 0.676
H 0.855 -1.331 -0.903
H -0.518 -0.380 1.720
H -0.714 -2.024 0.943
H -1.599 -0.975 -1.129
*
```

As for the SMILES: C[C@H]1C[C@H]1C#N. As for the largest force on an atom: 1.1 eV/A. The calculation puts the energy above the lowest of the compared OMol25 structures with the same formula, charge and spin at 22.6 kcal/mol.